1.
This record from the OMol25 dataset describes a cluster of 9 separate species, C41H95BN5O20 in total at a distorted geometry. The level of theory is ωB97M-V/def2-TZVPD.

```
162
Properties=species:S:1:pos:R:3:lowdin_charge:R:1
C 7.249 -6.832 15.525 -0.10
O 10.720 -11.890 13.057 0.26
H 8.383 -15.731 14.860 0.08
H 8.133 -3.126 4.207 0.09
H 11.265 -6.600 17.845 0.02
H 9.821 -3.273 3.871 0.08
O 18.646 -8.717 13.132 -0.19
H 7.741 -6.462 10.480 0.03
H 13.760 -11.596 16.949 0.06
H 18.221 -9.420 11.247 0.12
H 9.837 -6.158 3.803 0.11
C 7.428 -7.228 19.556 -0.25
H 5.205 -6.407 18.482 0.08
C 16.687 -10.015 12.605 -0.21
H 13.492 -8.303 17.257 0.07
C 8.728 -7.952 7.527 -0.24
H 7.088 -7.345 20.585 0.12
H 7.958 -4.409 13.432 0.12
H 10.294 -6.127 13.804 0.06
H 15.013 -13.352 12.807 0.08
N 15.894 -8.825 12.194 -0.03
H 8.331 -14.207 7.288 0.07
C 15.718 -12.583 15.409 -0.19
C 6.113 -4.861 11.335 -0.06
H 13.677 -7.327 11.451 0.13
H 9.120 -5.753 10.517 0.06
H 15.869 -14.881 13.051 0.08
H 10.292 -11.454 6.474 0.10
H 9.157 -15.080 11.105 0.07
N 8.163 -5.574 10.249 0.06
C 13.770 -7.010 14.788 -0.10
C 9.317 -15.222 14.620 -0.04
H 13.903 -6.081 15.341 0.09
H 10.006 -11.667 9.652 0.07
C 8.957 -7.477 19.564 -0.16
C 13.670 -7.730 12.464 -0.18
H 8.217 -6.038 13.018 0.10
H 14.405 -14.542 13.949 0.07
H 9.077 -6.488 17.811 0.11
H 8.317 -7.691 5.599 0.10
H 13.966 -9.737 12.096 0.12
O 9.750 -4.675 12.460 -0.18
H 5.646 -4.962 10.355 0.07
H 16.567 -10.209 13.671 0.11
H 9.142 -8.557 15.141 0.11
H 12.776 -7.441 14.906 0.07
O 7.157 -5.915 19.186 -0.18
H 4.677 -7.783 9.551 0.08
C 8.913 -3.860 4.004 -0.14
H 13.837 -13.741 15.895 0.08
H 10.387 -17.051 13.625 0.08
C 8.896 -13.428 6.775 -0.05
H 11.660 -5.219 13.090 0.08
H 9.422 -13.200 17.899 0.08
H 9.001 -7.411 8.433 0.09
O 9.992 -16.687 12.829 -0.05
C 11.764 -10.715 14.739 -0.35
H 4.856 -9.072 8.487 0.07
H 8.106 -8.606 17.319 0.10
C 18.121 -9.744 12.283 -0.24
O 11.051 -12.051 18.138 -0.21
O 12.146 -6.220 17.833 -0.09
H 8.330 -13.090 5.907 0.08
O 7.893 -8.431 11.802 0.12
H 15.194 -14.091 16.873 0.11
C 9.946 -6.767 5.921 -0.20
H 14.418 -9.294 13.705 0.10
H 13.740 -13.884 18.867 0.11
H 8.761 -4.400 3.069 0.08
H 5.631 -9.186 10.020 0.08
C 9.742 -12.221 17.543 -0.09
H 10.435 -7.681 5.585 0.11
H 11.407 -13.953 18.670 0.11
H 5.650 -4.037 11.878 0.06
H 7.812 -3.638 11.069 0.13
C 10.175 -9.166 11.081 -0.37
C 8.877 -9.123 11.992 -0.36
O 11.219 -9.758 14.056 0.23
H 6.878 -7.977 18.988 0.11
C 9.127 -12.246 7.729 -0.53
H 9.472 -8.723 7.322 0.09
O 9.106 -10.006 12.917 0.21
H 20.698 -9.287 12.856 0.08
H 9.363 -6.724 20.239 0.12
H 9.700 -12.171 16.455 0.07
C 5.769 -5.642 19.015 -0.10
O 8.956 -4.732 5.110 -0.16
O 11.016 -9.954 11.642 0.23
N 9.505 -7.301 18.229 -0.06
H 5.308 -5.532 19.996 0.08
H 5.605 -4.698 18.495 0.09
H 6.796 -5.873 15.276 0.09
O 12.570 -10.591 15.657 0.11
N 8.581 -7.103 6.376 -0.03
C 11.889 -13.238 18.004 -0.21
H 12.513 -6.862 19.773 0.13
H 13.950 -8.663 18.978 0.08
C 9.935 -5.707 4.791 -0.24
H 16.354 -8.058 12.664 0.10
C 11.474 -12.127 14.076 -0.36
C 10.636 -5.152 13.457 -0.08
H 18.687 -10.672 12.364 0.12
N 14.234 -12.351 17.424 -0.05
H 13.352 -12.305 19.252 0.11
B 10.538 -10.444 12.932 -0.87
H 6.734 -7.127 16.439 0.07
H 9.743 -9.231 17.375 0.11
C 10.124 -12.429 8.881 -0.01
H 10.948 -5.311 4.730 0.11
H 14.052 -4.975 19.349 0.07
H 20.072 -7.981 11.842 0.08
H 5.823 -5.802 11.802 0.06
H 15.086 -6.406 19.297 0.07
H 10.552 -6.346 6.724 0.12
H 9.216 -8.407 20.069 0.12
C 14.491 -8.971 12.667 -0.21
H 7.704 -9.532 8.623 0.10
H 12.621 -7.977 12.628 0.10
H 14.691 -5.758 17.866 0.07
O 11.964 -13.179 14.469 0.11
C 8.789 -14.833 12.102 -0.05
H 9.854 -13.855 6.478 0.08
O 14.054 -6.694 13.422 -0.20
C 15.314 -14.088 13.552 -0.09
H 11.834 -13.612 16.982 0.10
C 14.225 -5.922 18.837 -0.05
H 10.133 -15.574 15.251 0.08
H 9.104 -14.178 14.851 0.07
C 13.208 -8.231 18.307 -0.06
O 9.503 -11.191 6.953 -0.05
H 16.567 -12.133 15.923 0.12
H 15.229 -11.801 14.828 0.09
H 10.704 -14.817 12.967 0.12
H 10.658 -4.492 14.325 0.09
H 20.379 -7.688 13.578 0.08
C 7.465 -8.712 7.945 -0.18
H 7.060 -9.191 7.054 0.11
C 5.433 -8.489 9.205 -0.13
C 13.301 -12.996 18.411 -0.19
H 7.044 -7.606 14.785 0.10
C 9.157 -8.316 17.290 -0.19
O 16.234 -13.582 14.543 -0.20
O 8.626 -6.568 15.659 -0.19
C 14.682 -13.260 16.387 -0.22
C 8.369 -5.029 12.635 -0.19
H 10.427 -7.521 15.654 0.11
H 11.151 -12.460 8.517 0.09
H 14.510 -7.717 15.165 0.08
C 20.043 -8.417 12.840 -0.08
H 8.142 -12.050 8.154 0.13
H 7.749 -15.151 12.178 0.08
H 16.223 -10.809 12.019 0.12
H 9.925 -13.358 9.414 0.06
O 6.529 -7.811 8.605 -0.18
H 8.661 -13.751 12.070 0.07
C 9.775 -15.353 13.159 -0.50
O 10.363 -8.442 10.100 0.12
H 12.293 -8.813 18.415 0.08
C 13.000 -6.852 18.797 -0.48
C 9.378 -7.754 15.839 -0.18
C 7.671 -4.692 11.307 -0.40
H 9.088 -11.445 17.940 0.07
```

- spin multiplicity = 1
- total charge = -1



2.
This record from the OMol25 dataset describes a cluster of 2 separate species, C5H10O in total at a distorted geometry. The level of theory is ωB97M-V/def2-TZVPD.

```
16
Properties=species:S:1:pos:R:3:lowdin_charge:R:1
H -3.409 0.302 -0.859 0.04
H 0.220 -2.323 -1.225 0.05
H -0.308 -1.885 -2.610 0.03
C -0.117 0.738 0.243 -0.15
H -1.905 0.055 1.202 0.10
C 2.185 0.453 1.239 -0.10
H 0.267 1.369 -0.546 0.11
H 2.779 -0.347 0.808 0.07
H 0.283 -0.522 1.802 0.10
O 0.216 -1.588 -1.861 -0.06
C -1.535 0.325 0.215 -0.20
H 2.431 0.536 2.297 0.07
H -1.933 0.818 -1.779 0.06
C -2.346 0.470 -0.829 -0.01
C 0.719 0.189 1.107 -0.18
H 2.454 1.411 0.795 0.07
```

- spin multiplicity = 1
- energy above the lowest of the compared OMol25 structures with the same formula, charge and spin (kcal/mol) = 34.5
- structure (SMILES) = C=C/C=C/C.O



3.
This record from the OMol25 dataset describes an isolated molecule of C5H10OS2 at a distorted geometry. The level of theory is ωB97M-V/def2-TZVPD.

```
18
Properties=species:S:1:pos:R:3:lowdin_charge:R:1
C -1.575 0.551 -0.532 -0.52
H 0.954 1.402 -1.567 0.11
H -3.423 0.251 1.319 0.02
H -1.999 1.551 -0.071 0.11
S 2.357 -1.186 0.013 0.75
H 0.982 -0.898 -1.592 0.05
C -0.012 0.294 -0.081 -0.71
H 1.234 2.736 1.206 0.10
S -2.899 -0.568 -0.024 0.60
H 2.097 2.987 -0.588 0.08
H 2.219 -2.437 0.665 -0.08
C 1.497 2.356 0.143 0.03
H -1.529 0.485 -1.606 0.05
H -0.054 -1.708 -0.313 0.09
O -0.096 0.263 1.298 -0.12
H 0.647 -0.538 1.633 0.18
C 0.792 1.439 -0.504 -0.22
C 0.683 -0.953 -0.573 -0.52
```

- spin multiplicity = 1
- energy above the lowest of the compared OMol25 structures with the same formula, charge and spin (kcal/mol) = 80.2
- structure (SMILES) = C=CC(O)(CS)CS



4.
This record from the OMol25 dataset describes a cluster of 6 separate species, C30H47IO15S5 in total at a distorted geometry. The level of theory is ωB97M-V/def2-TZVPD.

```
98
Properties=species:S:1:pos:R:3:lowdin_charge:R:1
H -3.403 -1.795 7.854 0.11
H -1.745 3.341 2.865 0.07
O -5.089 -0.612 6.216 -0.34
C -3.061 6.750 6.109 -0.22
H -0.302 -3.296 -7.719 0.11
H -0.690 0.125 -1.938 0.18
H -2.629 0.012 4.525 0.10
H 9.457 -0.806 -4.953 0.11
H -2.761 -5.743 -6.055 0.12
C -2.559 0.926 5.123 -0.24
H -3.642 7.300 4.081 0.11
H -3.024 3.026 4.941 0.11
C 7.621 -1.492 -2.719 -0.23
O 0.121 -5.239 -4.993 -0.33
H 6.001 -2.601 -3.699 0.11
C -4.179 -2.557 7.741 -0.23
O -1.608 4.007 0.156 0.08
H -1.695 1.597 2.587 0.11
O -1.509 0.553 -4.564 -0.01
H 2.071 2.086 -5.530 0.10
H 7.809 0.652 -2.858 0.12
C 3.379 0.089 -6.261 -0.05
O -0.312 1.832 0.446 -0.13
C 6.449 -1.606 -3.683 -0.24
H -4.333 -4.669 7.323 0.12
H -3.170 0.835 6.022 0.09
S -1.476 6.350 4.017 0.70
H -3.684 5.540 4.405 0.10
O -6.579 -2.615 6.671 -0.32
C -0.436 2.246 4.217 -0.22
C 8.540 -0.286 -4.661 -0.23
C -1.741 7.478 6.359 -0.22
H -0.653 -6.901 -7.959 0.11
H -1.809 8.506 5.984 0.12
C -2.350 -5.888 -7.061 -0.23
H -4.171 -2.250 4.335 0.10
O 7.649 -2.454 -5.861 -0.32
C 1.028 -1.616 -4.737 0.00
H -4.735 -2.669 8.674 0.11
H -2.385 -2.977 5.683 0.12
H -0.461 5.751 6.061 0.11
S 7.151 -1.227 -5.276 0.67
C -0.690 6.705 5.577 -0.23
C -2.897 2.153 4.290 -0.21
S -0.848 1.155 5.569 0.67
H -0.141 3.211 4.638 0.09
H 8.271 -2.370 -2.812 0.12
H -3.061 -6.491 -7.633 0.12
H -0.963 -7.390 -6.263 0.11
C -1.699 2.369 3.366 -0.24
O -1.198 4.974 3.657 -0.34
H 4.416 -2.111 -6.771 0.10
C -3.592 -3.866 7.234 -0.22
O -0.794 1.909 6.804 -0.33
C -3.157 6.475 4.610 -0.22
S -5.275 -2.032 6.437 0.67
H 0.227 7.274 5.412 0.11
H -5.186 -3.670 4.733 0.11
C 3.506 -1.567 -6.246 -0.02
C -4.472 -2.941 5.126 -0.23
H -3.065 5.801 6.660 0.12
H 0.393 1.820 3.646 0.11
C 2.294 -2.391 -5.446 -0.03
C 0.618 1.605 -0.710 -0.61
H 5.686 -0.853 -3.465 0.11
H -1.497 7.522 7.425 0.12
H -3.918 7.335 6.459 0.12
C -0.269 0.889 -4.110 -0.24
C 0.980 0.051 -4.788 -0.06
H 0.160 -2.193 -4.199 0.10
H -2.706 -4.157 7.805 0.12
I 2.175 0.073 -0.523 0.82
O -0.149 -0.103 5.398 -0.34
O -1.820 1.972 -1.353 0.04
C -0.988 -6.562 -6.974 -0.24
H -1.883 -4.675 -8.782 0.12
H -3.824 2.013 3.726 0.12
H -2.975 -3.879 -7.644 0.12
C -2.099 -4.531 -7.716 -0.22
H -3.025 -4.564 5.244 0.12
O 1.329 -5.335 -7.223 -0.33
S 0.111 -5.265 -6.440 0.65
C -0.888 -3.905 -7.027 -0.23
H 4.200 0.724 -6.812 0.08
C 2.156 0.914 -5.539 -0.01
H 2.356 -3.562 -5.386 0.07
C -0.582 1.289 -1.830 -0.26
H 1.019 2.718 -0.864 0.15
C -3.264 -3.629 5.760 -0.22
H 7.282 -1.431 -1.680 0.12
H -1.185 -3.306 -6.162 0.10
H 8.523 0.715 -5.099 0.11
O -1.223 7.453 3.114 -0.31
H 9.358 -0.171 -2.647 0.12
C 8.384 -0.238 -3.142 -0.22
C -1.305 2.755 -0.198 -0.23
O -0.141 1.948 -3.091 -0.04
O 6.250 -0.340 -5.984 -0.36
```

- spin multiplicity = 1
- structure (SMILES) = O=C1O[C@@H](OC(=O)c2ccccc2)[C@H](I)O1.O=S1(=O)CCCC1.O=S1(=O)CCCC1.O=S1(=O)CCCC1.O=S1(=O)CCCC1.O=S1(=O)CCCC1



5.
This record from the OMol25 dataset describes a structure of composition C14H38BNO3Si at a distorted geometry. The level of theory is ωB97M-V/def2-TZVPD.

```
58
Properties=species:S:1:pos:R:3:lowdin_charge:R:1
H 1.956 0.254 1.450 0.05
H 2.310 0.825 -3.516 0.10
H 1.132 -0.191 -1.548 0.07
O -3.462 1.186 3.513 0.16
H 0.089 -0.231 3.006 0.05
H 2.036 1.958 3.803 0.10
C 1.482 4.199 -1.356 -0.27
C -1.336 -4.520 -2.391 -0.27
C 2.802 2.034 -1.817 -0.23
H 3.212 5.477 -1.632 0.07
O -2.408 -0.919 3.304 0.18
H -0.790 -1.997 -1.322 0.08
B -2.592 0.231 4.014 -0.94
O -1.938 0.350 5.205 -0.03
C 2.364 5.105 -2.210 -0.11
C -1.753 -3.926 -3.733 -0.11
H -3.200 -2.418 -1.805 0.10
C 0.694 0.633 -2.117 -0.12
N 2.446 0.884 2.078 0.00
C 2.223 2.994 -0.777 -0.24
H 0.248 0.576 6.466 -0.02
C -1.524 -2.057 -0.514 -0.27
H 1.802 5.966 -2.572 0.07
H 0.105 1.243 -1.429 0.07
H 1.321 2.259 -3.382 0.10
H 3.040 3.350 -0.143 0.11
H -0.014 -1.892 1.021 0.06
H -0.419 -3.557 0.626 0.07
H -0.389 -4.077 -2.073 0.10
C -0.838 -2.557 0.753 -0.10
Si -0.376 0.951 5.182 0.65
H -2.682 -4.378 -4.087 0.07
H 1.362 -0.427 4.174 0.07
H 3.290 1.211 -1.287 0.11
H -2.052 -4.874 -0.397 0.10
H -1.907 -2.848 -3.667 0.06
H -1.142 -5.588 -2.520 0.10
C 0.664 0.295 3.760 -0.29
H -0.382 2.432 5.123 -0.01
H 0.806 2.058 2.541 0.10
H 3.591 2.538 -2.382 0.10
H 0.623 3.865 -1.945 0.10
H 2.756 4.580 -3.083 0.06
C 1.484 1.392 3.063 -0.36
H 0.005 0.207 -2.848 0.07
H 3.129 0.314 2.564 0.07
C -2.388 -4.351 -1.296 -0.23
H 1.550 2.448 -0.111 0.08
H -2.897 -0.822 2.469 0.11
H -1.526 -2.586 1.596 0.06
H 1.073 4.783 -0.528 0.10
H -3.468 -2.898 -0.147 0.11
H -1.867 -1.031 -0.343 0.10
C -2.721 -2.899 -0.948 -0.22
C 1.782 1.457 -2.798 -0.27
H -0.987 -4.101 -4.489 0.07
H -3.309 -4.852 -1.607 0.11
H -3.010 1.943 3.108 0.11
```

- spin multiplicity = 1



6.
This record from the OMol25 dataset describes a cluster of 3 separate species, C4H15N3O in total at a distorted geometry. The level of theory is ωB97M-V/def2-TZVPD.

```
23
Properties=species:S:1:pos:R:3:lowdin_charge:R:1
H -1.780 -0.900 -0.564 0.14
O 1.513 1.239 0.554 -0.37
H -3.337 -0.153 0.577 0.18
H 0.278 -1.397 -1.850 0.05
H 2.943 0.076 0.364 -0.04
N -3.375 0.178 -0.875 0.14
H -3.262 1.719 0.923 0.12
H -3.845 0.792 -1.561 0.08
H -0.039 -2.410 0.212 0.12
C -2.925 0.894 0.336 -0.15
H 1.690 -1.315 -0.894 0.06
C 0.718 -0.861 -1.067 -0.12
C -1.441 0.598 0.682 -0.23
H 0.628 -0.940 1.096 0.12
H 0.813 0.253 -1.091 0.06
H -0.820 1.320 0.131 0.14
H 2.107 1.797 1.136 -0.03
H 4.074 0.785 -0.707 0.00
C -0.005 -1.279 0.192 -0.33
H 4.719 -0.409 0.337 0.01
N 3.875 0.022 -0.080 0.00
H -1.185 0.787 1.685 0.11
N -1.344 -0.797 0.463 -0.09
```

- spin multiplicity = 1
- energy above the lowest of the compared OMol25 structures with the same formula, charge and spin (kcal/mol) = 233.5



Respective HOMO-LUMO gap values: 8.58; 9.40; 9.30; 8.00; 9.65; 3.58 eV.